Entry 1:
34
Properties=species:S:1:pos:R:3:forces:R:3 method="wB97M-V/def2-TZVPD" smiles="CS(=O)(=O)Cc1nc(NC(=O)NOc2ccccc2)cs1" charge=0 relative_energy_ev=4.4089 orbital_gap_ha=0.3231 max_force_ev_per_a=7.29 homo_ha=-0.3256 e_lumo_ev=-0.0691
C -1.94885 -2.63610 1.99283 0.697 0.378 -3.073
S -1.44044 -4.19890 1.17864 0.238 -2.027 4.011
O -1.06721 -5.14805 2.27884 0.432 2.356 -1.965
O -2.52492 -4.69836 0.41995 -0.907 0.120 -2.063
C 0.07387 -3.80192 0.22653 -0.594 -0.696 1.741
C 1.03928 -3.06306 1.13240 -2.215 -0.943 -3.015
N 1.18900 -1.81160 0.88289 2.783 1.239 1.533
C 2.43384 -1.47736 1.50021 -0.904 0.610 -1.273
N 3.00459 -0.21999 1.31782 -2.483 -1.860 -0.985
C 2.58129 0.65141 0.34285 2.000 7.004 0.381
O 3.13226 1.79364 0.41077 -0.943 -2.467 -0.579
N 1.56136 0.46493 -0.53180 -0.836 -0.389 0.708
O 1.16313 1.35859 -1.52452 1.738 0.297 0.792
C -0.17260 1.42956 -1.87553 -0.186 -0.796 2.067
C -1.23772 0.73012 -1.26819 1.366 -0.211 -0.564
C -2.46038 0.67291 -1.90900 1.373 -0.387 2.122
C -2.70830 1.47452 -2.90744 0.452 3.924 -4.578
C -1.66133 2.26506 -3.48888 0.453 -0.377 1.084
C -0.35467 2.28886 -2.92426 -2.103 -0.219 -2.283
C 3.07411 -2.48958 2.09883 1.894 0.234 1.347
S 2.18379 -3.92785 1.94467 1.009 -0.681 1.267
H -1.16096 -1.91422 1.74386 -0.325 0.068 0.323
H -2.92491 -2.27126 1.63533 0.458 -0.475 -0.030
H -1.95477 -2.87031 2.99358 -0.026 -0.407 2.318
H 0.54904 -4.73373 -0.03790 -0.347 -0.626 -0.019
H -0.17633 -3.30916 -0.68574 -0.208 0.798 -0.362
H 3.88654 -0.02516 1.73283 0.396 0.470 0.078
H 1.37877 -0.46048 -0.74406 -0.951 -2.009 -0.717
H -1.15468 0.18680 -0.35314 0.686 -0.415 0.334
H -3.21120 0.02598 -1.62822 -1.456 -1.266 1.262
H -3.68743 1.65245 -3.34138 0.007 -0.644 -0.040
H -1.86865 2.77853 -4.42116 0.040 0.291 0.259
H 0.47681 2.79665 -3.42949 -0.396 -0.230 0.471
H 4.04848 -2.33305 2.62754 -1.143 -0.663 -0.553

---

Entry 2:
131
Properties=species:S:1:pos:R:3:forces:R:3 method="wB97M-V/def2-TZVPD" smiles="CP(C)C1=CC(=O)C(CCCI)=C(CCOCC(F)(F)C(F)(F)C(F)(F)C(F)F)C1=O.COCCOC.COCCOC.COCCOC.COCCOC.COCCOC" charge=0 orbital_gap_ha=0.2383 max_force_ev_per_a=2.21 homo_ha=-0.2902 e_lumo_ev=-1.4137
C 4.76348 -3.23034 -0.65715 0.161 0.386 0.737
P 5.36189 -1.65478 -1.35285 0.745 -0.462 -2.024
C 6.45511 -0.79346 -0.17159 -0.566 -0.021 0.304
C 4.00494 -0.59756 -1.88514 -0.436 1.249 1.365
C 4.00496 0.75728 -1.73845 -0.331 -1.206 -0.233
C 2.93276 1.61660 -2.28424 0.875 1.750 -0.554
O 3.17616 2.82752 -2.44767 -0.548 -1.901 0.334
C 1.62299 1.00349 -2.66839 -0.068 -1.255 0.177
C 0.40290 1.85846 -2.95956 0.974 0.348 0.300
C 0.31977 3.19476 -2.22886 -0.609 -0.014 0.250
C -0.14889 3.05052 -0.77136 -0.239 0.459 -1.244
I -2.29583 2.72085 -0.90222 0.283 -0.230 0.569
C 1.59056 -0.35523 -2.80308 0.143 1.169 0.296
C 0.38812 -1.14488 -3.21939 0.546 -0.325 -0.210
C -0.13297 -2.03973 -2.09686 -0.229 0.010 -0.725
O -1.48505 -2.36750 -2.40999 -0.244 0.373 0.022
C -2.30515 -2.34280 -1.28224 0.242 -0.505 0.475
C -3.60814 -3.10009 -1.56326 0.562 -0.667 -0.996
F -4.02219 -3.80192 -0.46712 -0.079 0.628 -0.140
F -3.34311 -4.02945 -2.53033 -0.320 0.122 0.430
C -4.76774 -2.25799 -2.13282 0.160 0.319 -0.452
F -5.86096 -3.03797 -2.29461 0.298 0.110 0.331
F -4.37666 -1.82321 -3.36169 -0.159 -0.114 0.500
C -5.19078 -1.00077 -1.32129 -0.764 0.615 -0.343
F -6.43820 -0.65983 -1.77187 0.554 -0.175 0.114
F -4.37915 0.06104 -1.58860 -0.237 -0.901 0.308
C -5.34648 -1.21260 0.19452 -0.345 0.762 0.285
F -4.13695 -1.27595 0.80150 -0.132 -0.083 -0.149
F -6.00432 -0.12547 0.68454 0.331 -0.215 -0.070
C 2.82264 -1.18906 -2.57964 0.150 -0.870 -0.544
O 2.84896 -2.34512 -2.99126 -0.057 0.892 0.465
H 4.37520 -3.13918 0.35426 -0.299 -0.017 0.087
H 5.63136 -3.87955 -0.59973 0.193 -0.076 -0.054
H 4.05232 -3.69886 -1.32094 -0.212 0.089 -0.158
H 7.43265 -1.25236 -0.25517 0.128 -0.220 0.017
H 6.58695 0.23619 -0.48320 -0.075 0.201 -0.071
H 6.13700 -0.81936 0.86832 -0.085 0.067 0.147
H 4.81905 1.26481 -1.24825 0.049 0.249 0.007
H -0.48503 1.31281 -2.66886 -0.226 -0.296 -0.297
H 0.39734 2.04278 -4.03121 -0.211 -0.034 -0.201
H 1.21618 3.79224 -2.30443 0.324 -0.126 0.128
H -0.46568 3.77024 -2.70872 0.021 0.172 -0.281
H 0.34328 2.25234 -0.23398 -0.112 -0.141 0.270
H -0.05498 4.01420 -0.29461 0.026 -0.026 0.465
H 0.72148 -1.81836 -4.00463 -0.034 -0.039 -0.255
H -0.40613 -0.55078 -3.64518 -0.185 0.299 0.183
H 0.43340 -2.96516 -2.12672 0.208 -0.138 0.420
H -0.04209 -1.55998 -1.12449 -0.085 0.077 0.191
H -1.82436 -2.89674 -0.47569 -0.036 -0.167 0.236
H -2.47541 -1.33749 -0.90172 -0.155 0.221 -0.129
H -5.94976 -2.08461 0.43447 0.151 -0.268 -0.073
C -5.77860 4.49943 -2.30728 0.087 -0.023 0.008
O -4.98138 5.45336 -1.62926 -0.162 -0.053 -0.025
C -5.43958 6.78454 -1.79967 0.316 -0.028 0.104
C -6.19274 7.27395 -0.58387 -0.262 0.147 -0.115
O -7.41093 6.57020 -0.40360 0.073 -0.112 0.037
C -7.34026 5.57809 0.60429 -0.041 0.024 -0.008
H -5.48086 3.51115 -1.95826 0.043 0.008 0.003
H -6.84186 4.64050 -2.09968 -0.007 0.010 -0.014
H -5.60710 4.55449 -3.38774 -0.065 -0.011 -0.014
H -6.06302 6.86880 -2.69460 -0.053 -0.002 0.013
H -4.55572 7.41428 -1.94323 -0.025 0.036 -0.015
H -6.44742 8.32876 -0.72811 0.043 0.011 0.009
H -5.56475 7.19637 0.30864 0.034 -0.038 -0.006
H -7.30930 6.04091 1.59673 0.047 -0.043 0.020
H -6.46650 4.93460 0.47638 0.016 0.009 0.017
H -8.23940 4.96889 0.53114 -0.033 0.039 -0.014
C 5.56124 -2.32035 4.20213 0.072 -0.017 -0.084
O 6.18388 -1.07320 3.95897 -0.020 -0.092 0.056
C 5.36787 0.03780 4.29794 0.260 0.155 -0.265
C 5.77992 0.65489 5.61450 -0.282 0.047 0.162
O 5.53714 -0.20835 6.71343 0.098 -0.112 -0.078
C 6.70388 -0.85854 7.18354 -0.045 0.017 0.029
H 6.32280 -3.09280 4.10544 0.018 0.018 -0.036
H 5.13531 -2.37006 5.20580 -0.049 0.007 0.030
H 4.77475 -2.50817 3.46189 -0.054 -0.024 0.063
H 4.31450 -0.25071 4.31908 -0.075 -0.035 0.079
H 5.49987 0.78680 3.50992 -0.018 0.031 0.028
H 5.18002 1.55623 5.77795 0.034 0.025 -0.027
H 6.83330 0.95007 5.57855 0.024 -0.017 -0.025
H 7.35000 -0.15103 7.71438 0.057 -0.025 -0.029
H 7.26446 -1.32035 6.36719 0.020 0.014 -0.006
H 6.39132 -1.63517 7.87926 -0.040 0.027 0.021
C -0.90528 -3.28810 2.47854 0.107 0.013 0.037
O -0.14285 -2.09405 2.44985 -0.111 -0.063 0.022
C -0.90965 -0.93149 2.73792 0.269 0.072 -0.264
C -0.70373 -0.46185 4.15627 -0.337 0.031 0.156
O -1.23515 -1.39347 5.08465 0.014 0.005 -0.025
C -0.25821 -2.21274 5.69218 -0.020 -0.036 0.034
H -0.20936 -4.12507 2.44898 0.034 0.024 -0.033
H -1.50665 -3.36067 3.38738 -0.031 0.008 -0.018
H -1.56175 -3.34831 1.60540 -0.103 -0.028 0.042
H -1.97210 -1.11060 2.55052 -0.026 -0.022 0.020
H -0.57325 -0.14595 2.05255 -0.049 0.019 0.004
H -1.24508 0.47844 4.29952 0.037 0.021 -0.040
H 0.35610 -0.27312 4.34655 0.064 -0.056 0.016
H 0.33250 -1.64081 6.41321 0.091 0.002 0.013
H 0.40523 -2.65829 4.94910 0.083 -0.022 -0.010
H -0.77854 -3.00963 6.22125 -0.035 0.035 0.015
C -6.76489 -3.86970 -5.10245 -0.015 0.040 -0.129
O -6.60710 -4.34553 -6.42841 -0.103 -0.083 0.118
C -5.80722 -5.51351 -6.50890 -0.030 0.174 -0.257
C -6.64897 -6.75708 -6.68311 0.126 -0.207 0.196
O -7.43403 -7.02626 -5.53221 -0.074 0.103 -0.032
C -8.78837 -6.64222 -5.67657 0.014 -0.039 0.027
H -7.54350 -3.10818 -5.11572 0.013 0.019 -0.043
H -7.06338 -4.66780 -4.41807 0.033 -0.008 0.009
H -5.83679 -3.41589 -4.75271 0.034 -0.029 0.048
H -5.16830 -5.60714 -5.62570 -0.016 -0.027 0.033
H -5.15969 -5.40143 -7.38433 0.030 -0.041 0.014
H -5.98434 -7.61478 -6.82744 0.008 0.014 -0.043
H -7.28201 -6.66634 -7.57084 -0.013 0.045 -0.008
H -9.31160 -7.32643 -6.35371 -0.033 0.052 -0.029
H -8.87980 -5.62002 -6.05139 -0.005 -0.002 -0.023
H -9.25410 -6.69961 -4.69421 0.025 -0.042 0.017
C 8.40936 2.41242 2.42073 -0.038 -0.052 0.009
O 7.10713 2.86296 2.75121 0.107 0.029 -0.019
C 7.07386 3.69708 3.90021 -0.301 -0.160 -0.119
C 6.94768 5.15687 3.52944 0.224 0.162 0.178
O 8.10936 5.63118 2.86993 -0.028 -0.095 -0.112
C 7.95451 5.73502 1.46574 0.027 0.043 0.024
H 8.36029 1.96018 1.43157 -0.044 -0.022 0.003
H 9.12677 3.23576 2.39770 0.004 0.004 0.020
H 8.74555 1.65387 3.13603 0.057 0.021 -0.001
H 7.95862 3.53447 4.52285 0.036 0.035 -0.012
H 6.19234 3.40274 4.47896 0.021 0.058 0.062
H 6.83550 5.74356 4.44665 -0.051 -0.019 0.005
H 6.05800 5.31787 2.91345 -0.011 -0.044 -0.024
H 7.30716 6.58131 1.21275 -0.032 -0.038 -0.047
H 7.53959 4.81984 1.03676 -0.026 0.006 -0.004
H 8.93986 5.90909 1.03746 0.020 0.030 0.040